{
  "formula": "C6H10O6",
  "method": "wB97M-V/def2-TZVPD",
  "elements": ["O", "C", "C", "O", "C", "O", "O", "C", "O", "O", "C", "C", "H", "H", "H", "H", "H", "H", "H", "H", "H", "H"],
  "coordinates": [[0.26860, 0.93861, -3.01831], [0.29466, 0.61378, -1.67952], [0.96614, -0.46771, -1.39196], [1.61637, -1.16567, -2.36083], [0.86992, -1.10687, 0.06859], [1.96930, -0.77937, 0.85494], [0.69745, -2.51337, 0.06179], [-0.35580, -0.46967, 0.77768], [-1.53048, -0.88977, 0.10904], [-0.44159, -0.95950, 2.15203], [-0.34210, 1.08501, 0.73881], [-0.38341, 1.60252, -0.70855], [0.77545, 1.77904, -3.18872], [1.58094, -2.02789, -2.11483], [1.68262, -0.70926, 1.71851], [1.60208, -2.84549, 0.14110], [-1.56838, -1.95269, 0.10598], [-1.07304, -1.69855, 2.05294], [0.58998, 1.33347, 1.16284], [-1.23540, 1.50396, 1.37510], [-0.15098, 2.68709, -0.72116], [-1.38758, 1.51064, -0.95607]],
  "forces_ev_per_angstrom": [[0.4, 1.6, -0.5], [0.3, 2.9, -0.2], [0.0, -2.0, 2.6], [0.2, 3.6, -0.8], [-0.5, 1.8, -0.3], [1.8, -0.2, -3.3], [0.3, 0.4, -0.6], [-1.8, -0.4, -0.1], [-0.3, -3.2, 0.3], [0.1, 0.3, -1.3], [-1.5, -0.8, 0.5], [0.8, -1.4, 0.6], [-0.8, -1.2, 0.4], [0.0, -4.3, 0.9], [-1.0, 0.0, 3.2], [-0.2, -0.2, 0.2], [0.4, 3.5, -0.2], [0.6, 0.4, 0.5], [1.0, 0.7, 0.9], [1.8, -0.9, -1.2], [0.5, -0.8, -0.5], [-2.1, 0.2, -0.8]],
  "lumo_energy_ev": 0.44,
  "e_tot_ha": -686.01408,
  "e_above_lowest_kj_mol": 140.4,
  "mol_weight_g_mol": 178.140,
  "smiles": "OC1=C(O)C(O)(O)C(O)(O)CC1"
}

---

{
  "formula": "C6H10OS",
  "method": "wB97M-V/def2-TZVPD",
  "elements": ["C", "C", "C", "C", "C", "S", "C", "O", "H", "H", "H", "H", "H", "H", "H", "H", "H", "H"],
  "coordinates": [[1.94191, 0.69891, -0.56143], [1.47144, -0.65403, -0.07080], [0.10335, -0.00537, 0.09028], [-0.97609, -0.60824, -0.71781], [-2.17170, 0.01125, -0.44116], [-2.29600, 0.51562, 1.37712], [-0.44468, 0.32472, 1.46665], [0.59778, 1.24938, -0.31254], [2.19252, 0.70104, -1.65597], [2.59690, 0.96137, 0.39121], [1.75580, -0.82963, 1.03994], [1.70880, -1.65451, -0.58467], [-0.57450, -0.37443, -1.76943], [-0.84046, -1.76984, -0.59642], [-3.12062, -0.57815, -0.59349], [-2.11710, 1.09037, -0.92259], [0.15554, 1.37797, 1.66591], [0.01711, -0.45644, 2.19518]],
  "forces_ev_per_angstrom": [[0.1, -0.2, 2.0], [0.5, -2.5, 2.7], [-0.4, -0.4, 0.9], [5.1, -3.8, -3.0], [-5.6, 4.2, 0.7], [1.9, -1.0, -0.4], [2.3, 0.9, 2.5], [1.6, 1.1, -2.5], [0.5, 0.7, 1.4], [-0.3, 0.8, -3.1], [0.3, 0.1, -1.8], [-0.9, 1.7, 0.3], [-1.0, -0.7, 0.9], [-0.8, 2.0, 0.0], [1.0, 1.0, -0.5], [-0.8, -2.4, 0.4], [-2.0, -2.6, 0.2], [-1.5, 1.2, -0.7]],
  "lumo_energy_ev": 0.82,
  "e_tot_ha": -707.91168,
  "e_above_lowest_kj_mol": 363.9,
  "mol_weight_g_mol": 130.212,
  "smiles": "C1C[C@]2(CCSC2)O1"
}

---

{
  "formula": "C6H10OS",
  "method": "wB97M-V/def2-TZVPD",
  "elements": ["O", "C", "C", "S", "C", "C", "C", "C", "H", "H", "H", "H", "H", "H", "H", "H", "H", "H"],
  "coordinates": [[-0.17868, -0.02219, -2.93324], [0.84667, -0.49142, -1.94794], [0.91599, -0.14229, -0.45643], [0.92514, 1.57168, 0.04225], [0.44395, 1.24018, 1.80627], [-0.59329, 0.16419, 1.67747], [-1.53860, 0.01764, 0.44709], [-0.35013, -0.69006, 0.34362], [-0.96800, -0.17855, -2.44304], [1.82701, -0.19041, -2.24033], [0.92507, -1.59615, -2.02331], [1.86376, -0.69827, -0.15495], [0.16736, 2.32167, 2.32257], [1.25439, 0.69589, 2.51929], [-1.26786, -0.24048, 2.46903], [-1.75404, 0.60080, -0.42092], [-2.48590, -0.53954, 0.57388], [-0.03284, -1.82269, 0.41867]],
  "forces_ev_per_angstrom": [[2.5, -0.3, 2.0], [0.0, -0.4, -1.0], [-2.2, -0.8, 1.0], [0.9, 1.0, 0.7], [0.9, 0.8, 1.9], [-2.4, -0.8, -2.2], [-3.3, 0.5, -0.9], [6.1, -4.3, 1.9], [-1.3, -0.1, 0.2], [0.5, 0.6, -1.3], [-0.5, 0.4, 0.2], [-1.2, 0.7, 0.0], [0.5, -2.9, -1.4], [-1.2, 1.7, -1.9], [1.7, 0.2, -0.1], [0.2, 1.6, 0.0], [0.7, 0.1, 0.7], [-1.9, 1.9, 0.1]],
  "lumo_energy_ev": 0.80,
  "e_tot_ha": -707.91820,
  "e_above_lowest_kj_mol": 346.8,
  "mol_weight_g_mol": 130.212,
  "smiles": "OC[C@H]1SC[C@H]2C[C@H]21"
}

---

{
  "formula": "C6H10OS",
  "method": "wB97M-V/def2-TZVPD",
  "elements": ["C", "C", "C", "C", "O", "C", "S", "C", "H", "H", "H", "H", "H", "H", "H", "H", "H", "H"],
  "coordinates": [[1.46104, 1.46001, -2.16763], [1.06128, 0.87398, -1.18471], [0.38456, 0.23964, -0.06473], [-0.52201, 1.26877, 0.62636], [-0.32757, -0.96201, -0.38072], [-1.21609, -0.85616, -1.54058], [1.72361, -0.32528, 1.06733], [0.67299, -1.30652, 2.23060], [1.84071, 2.03326, -2.97544], [-1.01016, 0.82566, 1.51525], [0.07528, 2.11717, 1.01240], [-1.23372, 1.62109, -0.12268], [-1.65682, -1.87500, -1.74229], [-1.98832, -0.13327, -1.28757], [-0.76280, -0.56610, -2.48991], [1.39095, -1.95696, 2.84455], [0.16881, -0.57558, 2.91393], [-0.06176, -1.88268, 1.74584]],
  "forces_ev_per_angstrom": [[-0.4, -0.6, 1.4], [0.2, 0.7, -1.8], [0.1, -0.5, 1.1], [0.3, 0.1, 0.5], [-0.4, 0.5, -1.8], [-0.2, -1.0, 0.6], [-0.5, -0.6, 0.3], [1.8, 1.3, 1.9], [0.1, 0.0, -0.1], [0.0, 0.1, -0.7], [-0.2, -0.4, -0.5], [-0.2, 0.1, 0.4], [0.4, 1.1, 0.7], [-0.3, -0.1, -0.2], [0.6, 0.2, 0.3], [-1.1, 0.9, -0.9], [0.4, -0.8, -0.4], [-0.6, -0.8, -0.8]],
  "lumo_energy_ev": 0.94,
  "e_tot_ha": -707.93841,
  "e_above_lowest_kj_mol": 293.7,
  "mol_weight_g_mol": 130.212,
  "smiles": "C#C[C@@](C)(OC)SC"
}

---

{
  "formula": "C6H10OSi2",
  "method": "wB97M-V/def2-TZVPD",
  "elements": ["C", "C", "C", "C", "C", "C", "O", "Si", "Si", "H", "H", "H", "H", "H", "H", "H", "H", "H", "H"],
  "coordinates": [[-0.04245, 1.61901, -0.08936], [-1.33224, 1.36220, -0.12194], [0.77028, -1.14234, 1.24825], [-0.55402, -1.40425, 1.26967], [2.92111, 1.10932, 0.46811], [-2.64165, -1.25232, -1.36318], [1.22579, -0.57012, -1.48963], [1.35521, 0.18763, -0.14823], [-1.62953, -0.44246, -0.01614], [0.33879, 2.60999, -0.27501], [-2.26791, 2.01419, -0.23228], [1.43096, -1.60282, 1.97513], [-1.02568, -2.15243, 1.91698], [2.55749, 2.16314, 0.43549], [3.12167, 0.84061, 1.50881], [3.87539, 1.03505, -0.10400], [-3.54251, -0.79570, -1.58930], [-1.87986, -1.28946, -2.24691], [-2.68084, -2.28921, -1.14644]],
  "forces_ev_per_angstrom": [[1.7, 0.0, -0.8], [-2.1, -1.0, -0.3], [-0.8, 0.6, -0.7], [0.0, 0.6, -1.9], [-0.3, 0.2, -0.8], [4.3, -0.4, -0.8], [-0.3, -1.4, -2.4], [0.1, 2.1, 4.6], [-0.9, -0.8, 1.5], [0.3, 0.5, 0.3], [1.8, -0.4, 0.2], [0.4, 0.1, -0.1], [0.2, 0.3, 0.0], [0.6, -0.5, 0.2], [-0.1, 0.1, -0.1], [-0.8, 0.0, 0.3], [-1.7, 0.7, -0.6], [-1.6, 0.5, 1.0], [-0.7, -1.1, 0.4]],
  "lumo_energy_ev": [0.74, -3.03],
  "e_tot_ha": -888.68583,
  "spin_multiplicity": 3,
  "e_above_lowest_kj_mol": 35.2,
  "mol_weight_g_mol": 154.317
}